Entry 1:
The following is a DFT calculation (the ωB97M-V functional and the def2-TZVPD basis) of a cluster of 2 separate species, C2H12N4 in total.

```
! wB97M-V def2-TZVPD RIJCOSX def2/J DEFGRID3
* xyz -1 2
N -2.2104 0.7280 4.2126
C -1.1637 -0.1087 3.6307
N -0.5166 0.4327 2.4239
H -3.1114 0.2913 4.3144
H -2.1623 1.5727 4.7450
H -0.4909 -0.2471 4.5313
H -1.5180 -1.0993 3.3908
H -0.9345 1.3225 2.1857
H -0.8022 -0.2493 1.7128
N 0.7387 -0.6859 -2.5621
C 1.8923 -0.4913 -3.4600
N 1.7731 0.5879 -4.4350
H 0.8056 -0.2741 -1.6428
H 0.4751 -1.6576 -2.6226
H 2.7207 -0.4820 -2.7711
H 1.9059 -1.3438 -4.1546
H 1.4545 0.3875 -5.3748
H 1.1441 1.3165 -4.1242
*
```

Values from the calculation:
Lowest unoccupied orbital energy (spin up / spin down) in eV: 3.76 / 4.05
Gap between HOMO and LUMO (spin up / spin down) in Ha: 0.088 / 0.358
<S²>: 0.750

---

Entry 2:
The following is a DFT calculation (the ωB97M-V functional and the def2-TZVPD basis) of a cluster of 2 separate species, C2H12N4 in total.

```
! wB97M-V def2-TZVPD RIJCOSX def2/J DEFGRID3
* xyz 1 2
N 0.3328 1.0689 2.3830
C -0.7492 0.0257 2.7391
N -0.1492 -1.2862 2.3834
H 0.1231 1.8790 2.9185
H 1.2702 0.7658 2.7514
H -1.6276 0.2562 2.0972
H -0.9660 0.0904 3.8299
H 0.7417 -1.1761 1.9949
H -0.6465 -1.8138 1.7372
N -0.3010 1.2130 -2.2972
C 0.5678 0.0252 -2.2331
N 0.3435 -1.1328 -3.1061
H -1.1931 1.0261 -1.8208
H -0.0189 2.1459 -2.0680
H 0.7338 -0.1675 -1.1100
H 1.6076 0.4908 -2.4905
H -0.4443 -0.9118 -3.7284
H -0.0740 -1.9305 -2.6888
*
```

Values from the calculation:
Lowest unoccupied orbital energy (spin up / spin down) in eV: -3.53 / -9.06
Gap between HOMO and LUMO (spin up / spin down) in Ha: 0.322 / 0.115
<S²>: 0.757